1.
The following is a quantum chemistry calculation of a cluster of 3 separate species, HN5OS in total in a non-equilibrium geometry, from the OMol25 dataset.

Energy relative to the best compared isomer or geometry (same formula, charge and spin) ... 1.8443 eV
Charge ... -2

The geometry in XYZ format:
```
8
Properties=species:S:1:pos:R:3:forces:R:3
N -1.1225 -3.5939 0.1300 -0.963 0.521 0.304
N 0.7712 -2.6600 -1.9847 0.007 0.377 1.050
N 1.8209 -2.8679 -1.5978 2.118 -0.475 -0.413
N -2.0822 -3.0776 0.3975 1.666 -1.492 0.227
N -0.3929 -2.4865 -1.9541 -0.647 -0.675 0.146
O -3.0906 -2.6515 0.8372 -0.909 0.720 -0.031
S -1.5370 -1.7103 -2.8444 -1.278 1.002 -1.293
H 5.6332 19.0477 7.0162 0.007 0.022 0.010
```
Positions in Å, forces in eV/Å.

***

2.
The following is a quantum chemistry calculation of a cluster of 2 separate species, HNO4 in total in a non-equilibrium geometry, from the OMol25 dataset.

Spin multiplicity ... 3
Energy relative to the best compared isomer or geometry (same formula, charge and spin) ... 0.0000 eV
<S²> ... 2.01

The geometry in XYZ format:
```
6
Properties=species:S:1:pos:R:3:forces:R:3
N -1.1077 0.2525 -0.0557 2.027 -2.853 0.011
O -0.5280 1.2045 0.2213 -0.557 4.420 0.546
O -2.1093 -0.2412 -0.3290 -3.594 0.219 -0.628
O 1.3714 -0.2688 0.4888 -0.201 -1.751 -0.344
O 0.5695 -1.1884 -0.1021 2.566 0.198 0.534
H 1.8041 0.2414 -0.2232 -0.241 -0.233 -0.120
```
Positions in Å, forces in eV/Å.

***

3.
The following is a quantum chemistry calculation of a cluster of 2 separate species, HNO5 in total in a non-equilibrium geometry, from the OMol25 dataset.

Energy relative to the best compared isomer or geometry (same formula, charge and spin) ... 2.0817 eV

The geometry in XYZ format:
```
7
Properties=species:S:1:pos:R:3:forces:R:3
N -2.4109 0.1039 -0.0046 -0.060 -1.791 -0.858
O -1.3892 -0.5826 -0.4003 1.483 -0.530 -0.023
O -3.4281 -0.4817 -0.2313 -1.470 0.225 0.195
O 0.3287 0.4251 -0.6064 -1.863 1.349 -3.320
O -2.2670 1.1684 0.5123 0.643 1.551 0.557
O 0.0916 1.6481 -0.4230 0.786 -0.643 0.973
H 0.7053 -0.1093 0.0797 0.481 -0.160 2.475
```
Positions in Å, forces in eV/Å.

***

4.
The following is a quantum chemistry calculation of a structure of composition HNP4 in a non-equilibrium geometry, from the OMol25 dataset.

Energy relative to the best compared isomer or geometry (same formula, charge and spin) ... 2.5062 eV

The geometry in XYZ format:
```
6
Properties=species:S:1:pos:R:3:forces:R:3
N 1.8321 -0.8635 0.0737 -3.159 -2.977 0.356
P -0.3161 -1.8678 0.1890 2.470 0.104 -0.476
P 1.7997 0.6636 0.0489 1.108 2.134 0.193
P -0.0486 1.7205 0.1718 0.204 0.561 -0.316
P -1.0197 -0.0491 -0.0349 0.501 0.657 0.157
H -2.2474 0.3964 -0.4484 -1.124 -0.479 0.087
```
Positions in Å, forces in eV/Å.

***

5.
The following is a quantum chemistry calculation of the ion HO2S with charge -1 in a non-equilibrium geometry, from the OMol25 dataset.

Energy relative to the best compared isomer or geometry (same formula, charge and spin) ... 0.7947 eV
Charge ... -1

The geometry in XYZ format:
```
4
Properties=species:S:1:pos:R:3:forces:R:3
O -1.8089 -0.5904 0.8725 -1.318 -0.442 0.410
O -1.5252 -0.2074 -1.7999 0.595 1.456 5.100
S -1.3011 0.3055 -0.1855 1.930 -2.083 -4.617
H 0.1387 -0.1604 0.0496 -1.207 1.070 -0.894
```
Positions in Å, forces in eV/Å.

***

6.
The following is a quantum chemistry calculation of a cluster of 2 separate species, HO2S in total in a non-equilibrium geometry, from the OMol25 dataset.

Energy relative to the best compared isomer or geometry (same formula, charge and spin) ... 2.3507 eV
Charge ... -1

The geometry in XYZ format:
```
4
Properties=species:S:1:pos:R:3:forces:R:3
O -1.2605 0.2621 2.0146 -0.160 -0.088 0.136
O 1.0538 -0.6755 -1.1615 1.940 -0.674 3.396
S -0.3229 0.8466 1.0038 0.485 -0.276 -0.682
H 0.5296 -0.4332 -1.8570 -2.265 1.039 -2.850
```
Positions in Å, forces in eV/Å.